[1]
Here is C24H37N4OPtSe as an isolated structure from the Open Molecules 2025 dataset. Energies are from ωB97M-V/def2-TZVPD.

The value obtained for the gap between HOMO and LUMO is 0.2254 hartree. As for the net charge: +1. The calculation puts the LUMO energy at -4.114 eV. For the total energy, the calculation gives -3751.52568 a.u. For the energy above the lowest of the compared OMol25 structures with the same formula, charge and spin, the calculation gives 0.0 kcal per mole. As for the maximum force: 0.44 eV/A.

Each line ends with the Löwdin charge.
Atoms and positions in Å:
H1 -2.970 0.702 3.128  0.08
C1 -3.348 0.631 -1.020  -0.13
C2 1.246 -0.310 3.133  0.03
H2 -2.790 4.405 3.325  0.09
H3 -5.245 -1.259 -3.210  0.09
C3 -4.385 -1.631 -0.747  -0.06
O1 0.255 0.990 1.417  -0.12
H4 -1.419 -0.833 1.157  0.08
H5 -1.784 4.470 -2.149  0.08
H6 -1.608 4.054 2.057  0.09
H7 -2.850 2.083 4.217  0.09
N1 1.529 3.187 -0.711  -0.22
H8 2.035 -1.334 -3.104  0.12
H9 -1.978 2.169 -4.924  0.10
C4 0.216 -0.066 2.074  -0.55
C5 -2.091 1.599 -4.000  -0.04
H10 -2.779 0.787 -4.209  0.06
C6 0.787 -0.025 -1.935  -0.09
C7 -3.043 2.101 0.777  -0.31
H11 -4.205 3.960 -2.605  0.09
C8 -4.886 -0.330 -2.766  -0.03
H12 -0.747 -1.835 2.419  0.12
C9 -3.468 0.766 0.335  -0.06
C10 -2.673 4.049 2.301  -0.04
H13 -5.224 1.702 2.362  0.09
H14 -1.112 1.178 -3.759  0.07
C11 -2.599 -1.369 -2.413  -0.04
H15 -5.728 0.157 -2.271  0.10
N2 -0.702 -1.007 1.852  0.21
C12 -2.745 1.940 -1.505  -0.23
N3 0.581 1.108 -1.310  -0.05
H16 -4.723 2.440 -3.327  0.07
H17 -0.030 -0.732 -1.917  0.09
C13 2.873 1.731 -1.964  -0.38
H18 -4.981 3.105 3.405  0.09
C14 -3.920 3.174 -3.307  -0.02
C15 -1.531 3.683 -2.856  -0.05
C16 -2.610 1.730 3.212  -0.04
H19 -4.555 0.314 -3.574  0.06
H20 -2.016 -1.902 -1.656  0.08
C17 1.989 -0.372 -2.615  -0.02
H21 -4.666 -2.542 -1.277  0.10
C18 -2.569 2.551 -2.904  -0.53
C19 -4.775 2.696 2.415  -0.03
N4 3.792 2.677 -1.890  -0.22
H22 -3.670 -1.915 0.029  0.08
H23 -3.812 0.001 1.014  0.11
H24 -5.267 3.330 1.675  0.10
H25 -1.468 4.142 -3.844  0.10
H26 -1.524 1.737 3.101  0.07
C20 -3.260 2.644 2.171  -0.56
H27 2.152 -0.690 2.658  0.10
Pt1 -1.129 1.470 -0.153  1.16
H28 -2.965 -2.111 -3.126  0.10
H29 0.913 -1.032 3.875  0.09
H30 -5.282 -1.232 -0.271  0.10
H31 -3.184 4.758 1.647  0.09
C21 3.037 0.487 -2.634  0.03
H32 -2.640 3.909 -0.429  0.11
C22 -3.776 -0.639 -1.749  -0.53
C23 1.620 2.019 -1.307  -0.46
H33 1.486 0.635 3.613  0.10
H34 3.972 0.264 -3.129  0.13
H35 -0.543 3.302 -2.593  0.06
H36 -3.842 3.618 -4.300  0.09
Se1 3.078 3.993 -0.961  1.21
C24 -2.829 2.850 -0.392  -0.11
H37 -1.934 -0.699 -2.947  0.04

---

[2]
Here is an isolated ion of composition C6H17N2 and charge +1 in a non-equilibrium geometry from the Open Molecules 2025 dataset. Energies are from ωB97M-V/def2-TZVPD.

As for the structure (SMILES): CNC[C@@H]([NH3+])C(C)C. The value obtained for the gap between HOMO and LUMO is 0.3747 hartree. As for the net charge: +1. The calculation puts the LUMO energy at -3.203 eV. For the total energy, the calculation gives -347.98629 a.u. For the energy above the lowest of the compared OMol25 structures with the same formula, charge and spin, the calculation gives 65.6 kcal per mole. As for the maximum force: 4.75 eV/A.

Each line ends with the Löwdin charge.
Atoms and positions in Å:
H1 -2.399 2.137 1.056  0.04
H2 1.840 0.357 -0.605  0.16
N1 -0.279 2.074 0.862  -0.14
H3 1.697 1.016 1.476  0.18
H4 -0.217 3.082 0.954  0.12
C1 0.833 0.143 -0.104  -0.18
C2 -1.548 1.846 1.553  -0.15
H5 1.152 -0.862 -2.427  0.10
H6 0.454 -0.168 1.999  0.15
N2 1.287 0.041 1.450  0.21
C3 1.067 -1.745 -1.735  -0.10
H7 0.688 -2.609 -2.211  0.06
H8 -1.044 0.916 -1.048  0.14
H9 0.626 -1.987 0.329  0.14
H10 0.220 2.010 -1.182  0.12
H11 2.035 -0.626 1.484  0.14
H12 -1.921 0.769 1.829  0.11
H13 -1.431 2.406 2.597  0.13
C4 0.323 -1.306 -0.504  -0.39
H14 2.207 -2.022 -1.661  0.13
H15 -1.826 -1.532 -0.077  0.07
C5 -1.131 -1.589 -0.873  -0.06
H16 -1.111 -2.685 -1.074  0.11
C6 -0.153 1.299 -0.440  -0.13
H17 -1.367 -0.967 -1.646  0.05

---

[3]
Here is one molecule with the formula C3H8N2OS in a non-equilibrium geometry from the Open Molecules 2025 dataset. Energies are from ωB97M-V/def2-TZVPD.

As for the structure (SMILES): CN/C(=N/O)SC. The value obtained for the gap between HOMO and LUMO is 0.3507 hartree. The calculation puts the LUMO energy at 0.695 eV. For the total energy, the calculation gives -701.91165 a.u. For the energy above the lowest of the compared OMol25 structures with the same formula, charge and spin, the calculation gives 104.1 kcal per mole. As for the maximum force: 5.51 eV/A.

Each line ends with the Löwdin charge.
Atoms and positions in Å:
O1 0.108 2.546 -0.060  -0.08
H1 -2.803 -1.279 0.170  0.07
C1 2.196 -0.556 0.698  -0.35
H2 -0.760 -1.527 -1.427  0.18
N1 -0.849 -0.873 -0.577  -0.06
C2 -0.095 0.252 -0.425  -0.77
H3 -1.976 0.193 0.924  0.10
H4 -2.844 0.200 -0.748  0.13
H5 2.607 0.056 1.443  0.00
N2 -0.566 1.333 -0.084  -0.07
H6 0.999 2.445 -0.556  0.07
C3 -2.107 -0.426 -0.013  -0.18
H7 1.445 -1.156 1.202  0.03
S1 1.636 0.173 -0.953  0.86
H8 3.010 -1.380 0.405  0.07

---

[4]
Here is a 2-piece molecular cluster, C4H14N3 overall in a non-equilibrium geometry from the Open Molecules 2025 dataset. Energies are from ωB97M-V/def2-TZVPD.

The value obtained for the gap between HOMO and LUMO is 0.4215 hartree. As for the net charge: +1. The calculation puts the LUMO energy at -3.048 eV. For the total energy, the calculation gives -324.84869 a.u. For the energy above the lowest of the compared OMol25 structures with the same formula, charge and spin, the calculation gives 10.1 kcal per mole. As for the maximum force: 1.92 eV/A.

Each line ends with the Löwdin charge.
Atoms and positions in Å:
C1 1.320 -0.424 0.090  -0.45
H1 0.709 -1.842 1.375  0.13
H2 2.176 1.189 -0.842  0.12
C2 0.940 -0.642 -2.335  -0.03
H3 -2.313 1.994 1.792  0.07
H4 0.557 -2.038 -0.831  0.16
H5 1.732 1.439 0.800  0.13
H6 -1.516 -0.581 0.222  0.03
H7 -1.974 -0.510 1.813  0.06
H8 -1.921 1.980 0.008  0.07
C3 -2.184 0.003 0.873  -0.17
H9 -3.179 -0.232 0.522  0.07
N1 1.740 0.838 -0.009  0.22
H10 -0.836 1.586 1.388  0.05
H11 1.425 -1.398 -2.950  0.10
N2 1.221 -0.981 1.293  0.22
H12 1.528 0.247 -2.529  0.09
H13 -0.032 -0.486 -2.785  0.10
C4 -1.852 1.474 0.955  -0.16
N3 0.877 -1.089 -0.963  0.05
H14 1.581 -0.526 2.112  0.14

---

[5]
Here is one molecule with the formula C14H21Cl2NO2 from the Open Molecules 2025 dataset. Energies are from ωB97M-V/def2-TZVPD.

As for the structure (SMILES): CC(C)Oc1c(Cl)cc(CNC(C)(C)CO)cc1Cl. The value obtained for the gap between HOMO and LUMO is 0.3396 hartree. The calculation puts the LUMO energy at 0.648 eV. For the total energy, the calculation gives -1671.67963 a.u. As for the maximum force: 0.76 eV/A.

Each line ends with the Löwdin charge.
Atoms and positions in Å:
O1 -3.621 -0.607 -0.480  -0.08
H1 5.016 -1.991 1.576  0.09
C1 2.039 0.148 0.992  -0.02
H2 -6.100 -1.150 -0.200  0.08
H3 1.692 1.109 -2.903  0.13
C2 4.000 -1.141 0.154  -0.22
C3 -5.546 -1.174 0.735  -0.04
C4 -0.139 -0.683 -1.503  -0.07
C5 3.162 0.138 -0.043  -0.56
C6 -1.421 -1.046 -1.151  -0.57
H4 -3.107 -1.252 2.054  0.09
H5 2.479 0.045 1.980  0.09
H6 -0.414 2.635 -0.978  0.11
H7 1.871 2.047 -1.415  0.11
H8 1.475 1.075 0.951  0.08
H9 -6.210 -0.902 1.550  0.08
H10 -4.146 -0.027 2.798  0.09
C7 -2.387 -0.114 -0.734  -0.33
N1 2.622 0.040 -1.398  -0.01
C8 -0.681 1.590 -1.029  -0.07
H11 3.398 0.023 -2.051  0.12
C9 -4.375 -0.199 0.667  -0.44
H12 -2.712 0.463 1.891  0.07
H13 4.801 -1.168 -0.600  0.12
H14 4.834 1.398 -0.619  0.08
Cl1 -1.885 -2.703 -1.221  0.73
C10 -1.979 1.222 -0.704  -0.56
C11 -3.528 -0.256 1.934  -0.04
C12 4.071 1.360 0.158  -0.03
H15 1.360 -0.682 0.816  0.09
H16 0.577 -1.427 -1.812  0.11
H17 4.562 1.283 1.123  0.08
H18 3.498 2.283 0.131  0.07
H19 3.347 -2.009 -0.010  0.13
C13 1.655 1.043 -1.810  -0.17
O2 4.549 -1.159 1.452  -0.06
H20 -5.177 -2.184 0.892  0.08
Cl2 -3.070 2.504 -0.288  0.74
C14 0.250 0.648 -1.427  -0.23
H21 -4.761 0.817 0.522  0.09

---

[6]
Here is C22H34N4OPtSSi as an isolated structure from the Open Molecules 2025 dataset. Energies are from ωB97M-V/def2-TZVPD.

The value obtained for the gap between HOMO and LUMO (alpha / beta) is 0.2735 / 0.2549 hartree. The spin multiplicity is 3. The calculation puts the LUMO energy (alpha / beta) at 0.397 / -0.618 eV. For the total energy, the calculation gives -1960.05981 a.u. For the energy above the lowest of the compared OMol25 structures with the same formula, charge and spin, the calculation gives 0.0 kcal per mole. As for the maximum force: 0.16 eV/A.

Each line ends with the Löwdin charge.
Atoms and positions in Å:
C1 3.476 1.193 1.246  -0.09
S1 0.707 2.621 -0.814  0.67
H1 0.813 0.101 -5.725  0.10
C2 1.816 -0.528 -2.942  -0.09
H2 0.746 0.130 4.423  0.02
C3 3.967 0.779 -0.141  -0.20
C4 4.920 -2.870 0.190  -0.08
C5 0.538 -3.544 -1.171  -0.09
H3 0.168 5.202 4.059  0.12
Pt1 0.085 0.226 -0.625  1.01
H4 0.693 6.415 1.874  0.12
H5 2.616 -0.919 -3.571  0.15
N1 0.975 4.640 0.837  0.01
N2 -0.356 0.354 -2.644  -0.19
H6 -0.226 -4.079 -1.736  0.08
C6 0.059 4.735 3.081  -0.16
H7 -1.693 1.103 -5.543  0.09
C7 -1.374 0.827 -3.371  -0.17
C8 3.940 -0.718 -0.311  -0.17
C9 -1.434 -2.294 2.083  -0.17
Si1 0.042 -1.199 2.443  0.26
H8 -1.379 -2.699 1.070  0.01
H9 -2.284 1.167 -2.900  0.10
H10 3.935 -4.574 -0.657  0.11
O1 0.087 0.068 1.412  -0.59
H11 -2.364 -1.727 2.163  0.03
H12 1.770 -2.639 1.373  0.01
C10 0.380 3.253 3.163  -0.16
H13 -0.974 4.866 2.754  0.12
H14 1.369 3.102 3.611  0.13
C11 4.917 -1.492 0.307  -0.05
H15 0.160 -2.538 -0.970  0.03
H16 0.673 -4.047 -0.212  0.08
H17 1.676 -3.038 -2.922  0.10
N3 0.342 2.664 1.835  0.03
C12 0.999 5.390 2.084  -0.17
H18 2.197 -4.508 -2.140  0.11
C13 1.611 -2.215 2.367  -0.15
H19 3.495 2.280 1.354  0.07
H20 -0.343 2.725 3.783  0.12
C14 0.668 3.333 0.747  -0.78
H21 2.491 -1.612 2.607  0.03
H22 -1.490 -3.137 2.776  0.03
H23 1.228 5.092 -0.025  0.12
C15 0.237 0.274 -4.829  -0.05
N4 1.906 -0.606 -1.656  -0.04
H24 4.103 0.761 2.029  0.08
H25 0.203 1.632 1.744  0.04
C16 -0.122 -0.486 4.172  -0.17
H26 3.348 1.257 -0.897  0.07
H27 2.454 0.847 1.402  0.04
H28 5.691 -0.995 0.881  0.12
H29 -1.018 0.133 4.260  0.02
C17 3.936 -3.495 -0.559  -0.05
H30 4.991 1.132 -0.289  0.11
C18 2.951 -1.363 -1.058  -0.18
C19 2.941 -2.763 -1.194  -0.18
H31 1.568 -3.043 3.080  0.04
C20 1.852 -3.491 -1.946  -0.19
C21 -1.054 0.792 -4.734  -0.10
H32 -0.188 -1.278 4.921  0.03
H33 2.016 5.421 2.488  0.12
H34 5.690 -3.457 0.675  0.10
C22 0.646 0.015 -3.519  -0.34

---

[7]
Here is one molecule with the formula C6H13ClS in a non-equilibrium geometry from the Open Molecules 2025 dataset. Energies are from ωB97M-V/def2-TZVPD.

The value obtained for the gap between HOMO and LUMO is 0.2732 hartree. The calculation puts the LUMO energy at 0.871 eV. For the total energy, the calculation gives -1094.64231 a.u. For the energy above the lowest of the compared OMol25 structures with the same formula, charge and spin, the calculation gives 7.6 kcal per mole. As for the maximum force: 7.18 eV/A.

Each line ends with the Löwdin charge.
Atoms and positions in Å:
H1 -0.930 -1.248 1.184  0.08
H2 -2.728 -1.309 1.162  0.08
C1 -1.040 1.991 -0.337  0.00
S1 1.862 -0.143 -0.939  0.57
H3 1.254 -1.329 1.109  0.02
C2 -1.952 0.992 -0.267  -0.21
H4 1.466 1.452 0.855  0.03
H5 -1.729 -2.447 0.102  0.08
H6 3.224 1.179 0.551  0.03
Cl1 -0.259 -0.702 -1.490  0.59
H7 -3.027 1.281 -0.103  0.12
H8 -1.239 3.024 -0.129  0.05
H9 2.259 2.164 -0.581  0.05
H10 3.004 -1.537 0.782  0.06
C3 -1.842 -1.427 0.530  -0.13
H11 0.051 1.659 -0.556  0.02
C4 -1.771 -0.454 -0.623  -0.74
C5 2.239 1.285 0.096  -0.42
C6 1.987 -1.458 0.306  -0.40
H12 1.729 -2.356 -0.217  0.01
H13 -2.558 -0.617 -1.436  0.12

---

[8]
Here is a 2-piece molecular cluster, C4H12N2O2 overall in a non-equilibrium geometry from the Open Molecules 2025 dataset. Energies are from ωB97M-V/def2-TZVPD.

As for the structure (SMILES): [H]/N=C(/N)O.CCOC. The value obtained for the gap between HOMO and LUMO is 0.3198 hartree. The calculation puts the LUMO energy at 0.797 eV. For the total energy, the calculation gives -419.48665 a.u. For the energy above the lowest of the compared OMol25 structures with the same formula, charge and spin, the calculation gives 101.5 kcal per mole. As for the maximum force: 3.71 eV/A.

Each line ends with the Löwdin charge.
Atoms and positions in Å:
H1 1.895 0.245 -1.304  0.09
H2 0.320 -0.457 -1.593  0.10
H3 0.519 2.035 -2.245  0.08
C1 -1.865 -0.507 0.353  -0.62
N1 -1.410 -1.809 0.451  0.16
H4 0.808 2.399 -0.541  0.08
H5 2.702 -1.148 0.544  0.08
C2 0.842 0.314 -1.023  -0.10
H6 -0.764 1.742 -1.118  0.06
H7 -3.724 -0.194 -0.065  0.11
H8 -0.458 -1.860 0.791  0.09
O1 -2.899 -0.386 -0.528  0.03
C3 0.319 1.707 -1.222  -0.10
N2 -1.618 0.380 1.242  0.10
H9 -1.535 -2.411 -0.349  0.10
O2 1.013 0.044 0.667  -0.28
H10 2.869 0.298 1.541  0.08
C4 2.166 -0.494 1.247  -0.17
H11 1.896 -1.109 2.110  0.08
H12 -1.080 1.211 1.043  0.04